103
Properties=species:S:1:pos:R:3:forces:R:3 method="wB97M-V/def2-TZVPD" de_lowest_kj_mol=54.4 molar_mass_g_mol=749.71 lumo_ev="-0.05 / -0.19" gap_ev="5.021 / 9.106" total_energy_ev=-114864.9099 spin_multiplicity=8
V 1.5226 1.0947 2.4470 -0.27 0.36 0.17
V -0.4178 -1.9233 2.1213 -0.32 -0.42 1.12
P 0.5145 -0.2368 0.6972 -1.42 1.23 0.64
O 1.4292 -0.8784 1.7922 5.18 -3.25 -1.85
O -0.3102 0.1249 1.9603 -5.04 3.32 1.84
O -0.4711 -1.3010 0.1003 2.64 1.02 -1.24
O 1.1526 1.1636 0.3303 -0.59 -2.65 -1.03
C 1.2495 -5.7097 -1.9523 0.03 1.21 -0.82
C 0.0139 -5.3490 -1.0862 1.56 -2.11 -0.19
C -0.9721 -4.4138 -1.6765 -0.06 0.71 -0.81
C -2.1390 -4.4235 -0.8181 -0.53 0.39 0.02
N -3.0534 -4.4846 -0.1268 -0.05 0.08 0.07
H 2.1043 -6.1587 -1.4466 -0.30 0.17 0.40
H 1.5894 -4.7897 -2.4280 0.48 0.39 0.32
H 1.1092 -6.2946 -2.8613 -0.84 -0.52 0.27
H 0.3570 -4.8929 -0.1576 0.03 -0.42 0.23
H -0.5062 -6.2923 -0.9197 0.03 0.00 0.67
H -1.2729 -4.6887 -2.6875 -0.03 0.02 -0.06
H -0.5242 -3.4208 -1.7148 -0.31 0.23 -0.08
C 0.6322 1.5216 -4.7090 -0.61 0.22 0.48
C -0.3726 1.3098 -3.5540 -0.53 0.32 -1.18
C -0.3150 -0.0067 -2.8310 -1.03 -0.78 -0.18
C -0.9369 -1.1553 -3.6158 1.66 1.35 1.07
N -1.4140 -2.0519 -4.1422 -0.29 -0.37 -0.31
H 1.6692 1.3023 -4.4549 0.02 -0.07 0.12
H 0.5636 2.5648 -5.0174 0.15 0.04 -0.08
H 0.3346 0.9293 -5.5743 0.14 -0.17 0.06
H -1.3712 1.3552 -3.9885 -0.11 0.20 -0.11
H -0.3992 2.1176 -2.8227 0.55 0.05 0.08
H -0.9881 0.0617 -1.9763 0.29 0.00 0.18
H 0.6905 -0.1721 -2.4439 -0.05 -0.65 -0.19
C -2.5673 5.6283 0.8204 0.41 -0.96 0.70
C -2.7968 4.2530 0.1018 -0.70 0.63 0.33
C -1.6113 3.2278 -0.0227 -0.80 0.68 0.40
C -0.8200 3.0873 1.1855 -0.54 1.11 -1.37
N -0.1859 2.9913 2.1186 1.44 -0.30 1.87
H -1.6942 6.1713 0.4586 0.06 -0.08 0.08
H -2.4897 5.4303 1.8895 0.86 -0.19 0.15
H -3.3890 6.3393 0.9057 -0.45 -0.30 -1.12
H -3.2070 4.4553 -0.8876 0.25 -0.30 -0.16
H -3.6050 3.7581 0.6403 -0.02 -0.09 0.02
H -1.0103 3.4951 -0.8918 0.31 -0.23 0.22
H -1.9697 2.2020 -0.1087 -0.44 0.08 -0.74
C -5.3493 -0.0725 0.4853 0.15 0.46 -1.35
C -4.4696 -1.0982 -0.2387 0.20 -0.52 1.34
C -3.1375 -0.4624 -0.7548 -1.39 -0.58 -0.02
C -3.4952 0.4975 -1.7795 -0.58 1.47 -1.97
N -3.8247 1.2780 -2.5799 0.66 -1.14 1.30
H -5.7004 0.5902 -0.3057 -0.28 0.37 0.11
H -4.7217 0.5438 1.1290 -0.12 -0.11 0.37
H -6.2353 -0.4323 1.0084 0.37 -0.31 0.07
H -4.9761 -1.6527 -1.0287 -0.08 0.51 -0.36
H -4.2637 -1.9116 0.4570 0.59 0.06 0.16
H -2.5126 -1.2590 -1.1586 0.14 0.25 0.03
H -2.5939 0.1217 -0.0122 0.03 -0.50 0.43
C 2.5020 -3.5411 3.2058 2.02 0.17 -0.72
C 4.0779 -3.3944 3.4016 -1.43 -0.34 0.70
C 4.7100 -2.1010 2.8684 -0.03 0.93 0.00
C 4.0706 -0.8437 3.3203 -0.36 0.11 0.80
N 3.5702 0.1311 3.6879 -0.05 -0.70 -0.38
H 1.9394 -2.7918 3.7628 0.06 -0.03 -0.16
H 2.1195 -4.5410 3.4104 0.29 0.05 0.35
H 2.4225 -3.4095 2.1267 -0.70 0.25 -0.02
H 4.5733 -4.2779 2.9988 0.06 0.25 -0.41
H 4.3203 -3.4274 4.4637 -0.07 0.06 0.16
H 4.7611 -1.9151 1.7955 -0.21 -0.83 -0.27
H 5.7467 -2.0457 3.2005 0.09 -0.01 0.09
C -3.8620 2.4763 3.9142 -0.01 -1.67 0.98
C -3.0384 1.4648 4.8129 0.09 1.31 -0.43
C -2.9737 0.0454 4.2827 -1.22 0.24 -1.58
C -4.3358 -0.5725 4.1296 -0.36 -1.41 0.69
N -5.3611 -1.1158 4.0157 1.72 1.21 0.10
H -3.9675 3.4449 4.4028 0.55 0.14 -0.36
H -4.8882 2.1162 3.8421 -0.12 -0.20 -0.07
H -3.4675 2.4620 2.8981 0.17 0.52 0.07
H -3.3851 1.5439 5.8433 -0.14 -0.30 -0.01
H -1.9944 1.7776 4.8313 0.06 0.32 0.04
H -2.1289 -0.5415 4.6433 -0.76 -0.52 0.89
H -2.6457 0.0932 3.2443 0.05 0.43 -0.43
C 3.0606 -1.9184 -3.3771 0.63 0.86 0.77
C 3.9233 -1.0161 -2.4306 -0.14 -1.06 0.91
C 3.7114 -1.3922 -0.9134 0.24 -1.13 -1.16
C 3.8062 -2.8577 -0.5939 -0.27 -0.20 -0.10
N 3.8710 -3.9854 -0.3310 0.00 1.32 -0.27
H 3.4951 -2.9113 -3.4933 0.08 0.06 0.11
H 2.9414 -1.4801 -4.3679 -0.03 0.03 0.08
H 2.0853 -2.0371 -2.9049 -0.19 -0.06 -0.21
H 3.6247 0.0312 -2.3868 -0.07 0.08 -0.70
H 4.9963 -1.0556 -2.6183 -0.08 -0.05 -0.42
H 2.7011 -1.0284 -0.7257 0.22 -0.17 0.80
H 4.4968 -0.9158 -0.3266 -0.42 0.35 0.20
C 2.2024 4.4882 -2.5466 0.26 -0.54 0.28
C 2.3876 3.5344 -1.3519 0.17 0.09 -0.15
C 3.0882 4.1673 -0.1079 0.06 -0.34 -0.07
C 3.1301 3.2904 1.0861 -0.48 1.39 -1.76
N 3.1662 2.5917 1.9818 -0.22 -0.92 1.05
H 3.1326 5.0329 -2.7080 -0.28 0.52 -0.02
H 1.3016 5.0964 -2.4642 0.35 0.43 0.16
H 2.0657 3.8929 -3.4494 -0.07 -0.13 0.03
H 3.0010 2.7191 -1.7353 -0.03 -0.25 0.39
H 1.4179 3.1238 -1.0703 0.21 -0.15 0.19
H 2.6393 5.1339 0.1206 -0.17 -0.13 0.36
H 4.1469 4.3760 -0.2620 0.08 0.10 -0.53

***

52
Properties=species:S:1:pos:R:3:forces:R:3 method="wB97M-V/def2-TZVPD" molar_mass_g_mol=545.33 lumo_ev=-0.79 gap_ev=8.673 total_energy_ev=-96213.3620
N 4.1233 3.0023 2.7730 0.06 -0.10 -0.24
C 4.1067 1.6050 2.3259 -0.26 0.81 -0.04
C 3.0081 1.3828 1.2928 1.09 -0.58 0.05
O 3.2818 2.1462 0.1261 -0.31 0.29 -0.18
C 2.8445 -0.0847 0.9385 -1.24 -0.35 -0.46
C 1.4583 -0.3159 0.3243 -0.30 1.11 -0.30
C 1.2651 -0.2734 -1.2476 0.52 0.14 1.65
N 0.3078 -1.3668 -1.4862 -0.22 0.59 -1.21
P 1.1559 -2.7538 -2.1500 0.93 -0.96 0.09
O 0.0254 -3.8229 -2.5561 -0.11 0.92 -0.47
Cl 1.7042 -1.9789 -3.9460 -0.01 0.01 0.03
C -0.2513 -1.5615 -0.2530 1.29 -0.73 -0.16
N -1.4950 -1.7564 -0.0719 -0.23 -0.52 -0.08
C -2.0907 -1.9259 1.2407 -1.22 -0.43 0.41
C -3.0863 -0.7968 1.5822 0.26 -0.35 -1.18
C -2.7512 0.5793 1.0075 0.14 0.34 0.76
C -1.7227 1.4644 1.7559 -1.44 -0.35 -0.28
S -1.2906 1.0313 3.4249 1.48 0.82 -0.29
O -0.6778 -0.2432 3.5112 -0.89 -1.54 -0.12
O -0.4622 2.0809 3.8845 0.16 1.45 0.51
Cl -3.0193 1.1656 4.5112 0.08 -0.27 -0.37
N 0.7102 -1.4933 0.7709 -0.39 0.46 0.66
H 4.4464 3.5705 1.9984 0.11 0.07 0.00
H 3.1606 3.2965 2.9068 0.01 0.07 0.29
H 5.0759 1.3824 1.8887 0.16 -0.21 0.01
H 3.9417 0.9739 3.1951 -0.02 -0.23 0.07
H 2.0968 1.7775 1.7404 -0.31 -0.04 -0.04
H 3.5538 1.5599 -0.5864 0.10 0.09 0.06
H 2.8871 -0.6897 1.8371 0.31 -0.17 0.17
H 3.5792 -0.4051 0.2017 0.51 -0.10 0.27
H 0.8786 0.5436 0.6497 -0.25 -0.08 0.36
H 2.2416 -0.3493 -1.7101 -0.12 -0.38 -0.63
H 0.8002 0.6726 -1.4737 -0.04 0.13 -0.66
H -0.3675 -3.5179 -3.4023 -0.54 -0.22 0.14
H -2.0555 -1.7960 -0.9381 -0.03 0.42 0.02
H -1.3601 -2.1056 2.0108 0.57 0.36 -0.10
H -2.6925 -2.8282 1.1898 0.03 -0.29 -0.05
H -3.2936 -0.8092 2.6425 0.13 0.09 0.25
H -4.0140 -1.0932 1.1020 -0.29 0.10 -0.04
H -2.4222 0.5209 -0.0239 -0.02 -0.21 -0.24
H -3.6784 1.1368 0.9721 -0.21 0.12 0.04
H -2.1355 2.4626 1.8274 0.06 0.29 0.21
H -0.7958 1.5672 1.2082 0.49 -0.21 0.30
H 1.2851 -2.3334 0.6975 0.00 -0.09 0.08
C -2.8262 0.5277 -4.9332 -0.31 0.09 -0.16
F -3.9730 -0.1249 -5.1681 0.07 -0.02 0.07
F -2.2941 0.8518 -6.1139 0.09 -0.04 0.04
F -3.1325 1.6694 -4.2959 0.08 -0.13 0.03
S -1.6672 -0.4942 -3.9415 0.20 -0.03 0.20
O -1.4440 -1.6753 -4.7443 -0.06 -0.29 0.06
O -2.4195 -0.7411 -2.7133 -0.13 -0.09 0.36
O -0.5199 0.3653 -3.7821 0.01 0.25 0.11

***

55
Properties=species:S:1:pos:R:3:forces:R:3 method="wB97M-V/def2-TZVPD" de_lowest_kj_mol=74.1 molar_mass_g_mol=715.76 lumo_ev="-4.84 / -4.49" gap_ev="5.333 / 5.552" charge=+1 total_energy_ev=-146956.7468 spin_multiplicity=2
Re 0.3291 -1.0040 -0.4109 -0.42 -0.84 2.16
C -1.3093 0.6771 -3.1261 0.06 -0.21 0.38
P 0.1405 -0.3301 -2.6595 0.57 -0.08 -0.77
C 0.2208 -1.6036 -3.9517 -0.11 0.03 0.02
C 1.5745 0.7509 -3.0737 0.07 -0.34 0.24
C 1.6349 1.4075 -4.3708 0.28 0.51 -0.29
C 2.4009 2.4989 -4.5552 -0.53 -0.40 -0.24
C 3.0765 3.1237 -3.4577 0.10 0.13 0.68
C 2.9890 2.6415 -2.2025 0.08 0.40 -0.42
C 2.2950 1.3917 -1.9281 0.04 -0.44 0.10
P 1.6509 0.9926 -0.2394 0.40 0.60 -0.40
C 0.7875 2.5396 0.1987 0.03 -0.34 0.09
C 3.1582 0.9819 0.7860 -0.11 -0.04 -0.10
H -1.5113 1.4011 -2.3401 -0.13 0.08 0.00
H -2.1626 0.0084 -3.2352 -0.07 0.06 0.04
H -1.1346 1.2006 -4.0633 0.06 -0.02 -0.07
H -0.3061 -2.4937 -3.6106 -0.01 -0.01 0.04
H 1.2582 -1.8789 -4.1424 -0.05 0.02 0.08
H -0.2500 -1.2256 -4.8590 0.04 0.00 -0.07
H 1.0808 0.9691 -5.1879 -0.03 -0.02 -0.11
H 2.4753 2.9482 -5.5337 -0.02 0.02 -0.08
H 3.6307 4.0265 -3.6542 0.10 0.15 0.06
H 3.4519 3.1529 -1.3717 0.10 0.12 0.02
H 1.4723 3.3854 0.1692 -0.02 0.04 -0.01
H 0.3601 2.4378 1.1939 -0.05 0.03 0.06
H -0.0220 2.6916 -0.5154 -0.01 0.09 0.02
H 3.6459 1.9576 0.7562 0.00 -0.03 0.01
H 3.8413 0.2169 0.4121 -0.07 0.03 0.02
H 2.8938 0.7444 1.8166 -0.01 0.01 -0.02
S 2.0695 -3.9593 -2.1717 0.05 0.25 0.24
As 2.2713 -2.7631 -0.5193 -0.81 0.37 -0.17
S -1.1529 -2.8370 -0.5484 -0.56 -0.31 -0.52
S 3.1275 -0.1229 -2.5840 -0.09 -0.12 0.09
S 0.2610 -3.0948 0.8708 0.44 0.22 -0.04
C -3.4398 -0.5295 1.0083 0.12 0.14 -0.37
N -2.8291 -0.7722 2.2966 0.29 0.11 -0.10
C -3.7493 -1.0752 3.3762 -0.19 -0.09 0.40
C -3.0801 -0.8647 4.7230 0.06 -0.15 -0.19
C -1.7518 -1.6025 4.7187 -0.38 -0.04 0.18
N -0.9468 -1.0981 3.6244 0.01 0.17 -0.24
C 0.4874 -1.2022 3.7584 0.36 0.04 -0.14
C -1.4906 -0.6989 2.4503 -0.35 -0.44 0.54
O -0.7650 -0.2380 1.5352 0.96 0.19 -1.43
H -3.9764 0.4212 0.9960 -0.06 0.01 0.07
H -4.1372 -1.3396 0.7888 -0.01 0.03 -0.01
H -2.6756 -0.5130 0.2312 -0.17 -0.02 0.16
H -4.1109 -2.1069 3.2764 0.02 0.10 0.00
H -4.6125 -0.4091 3.2824 0.05 -0.08 -0.05
H -3.7257 -1.2166 5.5254 0.01 -0.03 -0.01
H -2.8918 0.1988 4.8730 -0.02 0.05 0.07
H -1.9113 -2.6842 4.6172 0.05 0.07 0.06
H -1.2103 -1.4208 5.6511 -0.02 -0.07 -0.14
H 0.7939 -0.8823 4.7551 -0.06 0.06 -0.03
H 0.9561 -0.5615 3.0101 0.02 -0.17 0.16
H 0.8184 -2.2373 3.6111 0.02 0.16 0.02

***

What did the third record say?
55
Properties=species:S:1:pos:R:3:forces:R:3 method="wB97M-V/def2-TZVPD" de_lowest_kj_mol=74.1 molar_mass_g_mol=715.76 lumo_ev="-4.84 / -4.49" gap_ev="5.333 / 5.552" charge=+1 total_energy_ev=-146956.7468 spin_multiplicity=2
Re 0.3291 -1.0040 -0.4109 -0.42 -0.84 2.16
C -1.3093 0.6771 -3.1261 0.06 -0.21 0.38
P 0.1405 -0.3301 -2.6595 0.57 -0.08 -0.77
C 0.2208 -1.6036 -3.9517 -0.11 0.03 0.02
C 1.5745 0.7509 -3.0737 0.07 -0.34 0.24
C 1.6349 1.4075 -4.3708 0.28 0.51 -0.29
C 2.4009 2.4989 -4.5552 -0.53 -0.40 -0.24
C 3.0765 3.1237 -3.4577 0.10 0.13 0.68
C 2.9890 2.6415 -2.2025 0.08 0.40 -0.42
C 2.2950 1.3917 -1.9281 0.04 -0.44 0.10
P 1.6509 0.9926 -0.2394 0.40 0.60 -0.40
C 0.7875 2.5396 0.1987 0.03 -0.34 0.09
C 3.1582 0.9819 0.7860 -0.11 -0.04 -0.10
H -1.5113 1.4011 -2.3401 -0.13 0.08 0.00
H -2.1626 0.0084 -3.2352 -0.07 0.06 0.04
H -1.1346 1.2006 -4.0633 0.06 -0.02 -0.07
H -0.3061 -2.4937 -3.6106 -0.01 -0.01 0.04
H 1.2582 -1.8789 -4.1424 -0.05 0.02 0.08
H -0.2500 -1.2256 -4.8590 0.04 0.00 -0.07
H 1.0808 0.9691 -5.1879 -0.03 -0.02 -0.11
H 2.4753 2.9482 -5.5337 -0.02 0.02 -0.08
H 3.6307 4.0265 -3.6542 0.10 0.15 0.06
H 3.4519 3.1529 -1.3717 0.10 0.12 0.02
H 1.4723 3.3854 0.1692 -0.02 0.04 -0.01
H 0.3601 2.4378 1.1939 -0.05 0.03 0.06
H -0.0220 2.6916 -0.5154 -0.01 0.09 0.02
H 3.6459 1.9576 0.7562 0.00 -0.03 0.01
H 3.8413 0.2169 0.4121 -0.07 0.03 0.02
H 2.8938 0.7444 1.8166 -0.01 0.01 -0.02
S 2.0695 -3.9593 -2.1717 0.05 0.25 0.24
As 2.2713 -2.7631 -0.5193 -0.81 0.37 -0.17
S -1.1529 -2.8370 -0.5484 -0.56 -0.31 -0.52
S 3.1275 -0.1229 -2.5840 -0.09 -0.12 0.09
S 0.2610 -3.0948 0.8708 0.44 0.22 -0.04
C -3.4398 -0.5295 1.0083 0.12 0.14 -0.37
N -2.8291 -0.7722 2.2966 0.29 0.11 -0.10
C -3.7493 -1.0752 3.3762 -0.19 -0.09 0.40
C -3.0801 -0.8647 4.7230 0.06 -0.15 -0.19
C -1.7518 -1.6025 4.7187 -0.38 -0.04 0.18
N -0.9468 -1.0981 3.6244 0.01 0.17 -0.24
C 0.4874 -1.2022 3.7584 0.36 0.04 -0.14
C -1.4906 -0.6989 2.4503 -0.35 -0.44 0.54
O -0.7650 -0.2380 1.5352 0.96 0.19 -1.43
H -3.9764 0.4212 0.9960 -0.06 0.01 0.07
H -4.1372 -1.3396 0.7888 -0.01 0.03 -0.01
H -2.6756 -0.5130 0.2312 -0.17 -0.02 0.16
H -4.1109 -2.1069 3.2764 0.02 0.10 0.00
H -4.6125 -0.4091 3.2824 0.05 -0.08 -0.05
H -3.7257 -1.2166 5.5254 0.01 -0.03 -0.01
H -2.8918 0.1988 4.8730 -0.02 0.05 0.07
H -1.9113 -2.6842 4.6172 0.05 0.07 0.06
H -1.2103 -1.4208 5.6511 -0.02 -0.07 -0.14
H 0.7939 -0.8823 4.7551 -0.06 0.06 -0.03
H 0.9561 -0.5615 3.0101 0.02 -0.17 0.16
H 0.8184 -2.2373 3.6111 0.02 0.16 0.02